1.
A structure of composition C42H49CrN11O3PSTe in a non-equilibrium geometry. Source: the Open Molecules 2025 dataset; level of theory: wB97M-V/def2-TZVPD.

Each line ends with the Löwdin charge.
Geometry (Å):
H (-1.163, 2.985, 3.549)  0.04
C (-1.471, 5.414, -0.504)  -0.05
N (0.872, -0.169, -2.277)  -0.06
H (-1.473, 4.690, 4.058)  0.07
H (-0.302, -6.934, 2.095)  0.11
N (1.632, -3.369, -2.325)  0.15
H (-2.362, -1.241, 4.735)  0.10
N (3.723, -0.800, -0.965)  -0.09
C (-0.695, -6.082, 1.540)  -0.04
N (2.373, -4.246, -0.194)  0.12
H (-7.261, -0.874, 4.365)  0.10
N (5.291, -1.642, -2.345)  -0.11
H (-4.603, 1.925, -0.121)  0.07
H (-1.630, 5.828, -1.507)  0.11
H (3.313, -6.330, -2.617)  0.10
C (-1.380, 5.661, 1.829)  -0.03
H (-2.647, -7.969, -0.198)  0.09
Cr (1.868, -0.174, -0.562)  0.68
C (-1.394, 6.293, 0.532)  -0.24
O (0.869, -2.210, 2.312)  -0.29
H (4.390, -1.688, 0.850)  0.12
C (2.979, -5.237, -0.822)  -0.14
C (-0.419, -0.759, -2.600)  -0.06
H (-2.794, 3.607, 3.632)  0.10
N (4.018, 2.917, -2.364)  -0.14
C (-1.776, -6.318, 0.658)  -0.27
C (-1.639, 4.025, -0.369)  -0.30
H (-1.205, 6.333, 2.722)  0.13
C (-1.622, 3.199, -1.702)  -0.07
C (-3.470, 0.869, 2.290)  -0.26
H (5.821, -3.376, -3.441)  0.08
N (1.153, -2.176, -0.285)  -0.17
H (-1.363, -0.230, 3.681)  0.07
O (-0.176, 1.469, 2.477)  -0.43
C (1.762, -3.257, -0.903)  -0.39
O (-0.880, -1.341, 0.785)  -0.50
H (-2.356, 2.376, -1.662)  0.04
C (-2.332, -5.219, -0.100)  -0.02
H (2.055, 3.321, 0.236)  0.10
C (5.922, -2.297, -3.495)  -0.04
S (0.175, -2.312, 1.062)  0.62
C (-3.471, -0.008, 3.374)  -0.30
C (5.500, -2.163, -1.001)  -0.03
C (2.787, -5.465, -2.199)  -0.09
H (-7.010, 0.154, 5.811)  0.09
H (-2.218, -1.756, 2.970)  0.10
H (-7.904, 0.765, 4.381)  0.07
C (-4.898, 2.454, 0.793)  -0.06
H (5.394, 2.283, -3.784)  0.06
C (1.106, 1.121, 2.066)  -0.53
H (3.787, 4.812, -1.251)  0.11
H (2.926, 0.950, 3.043)  0.07
H (2.359, 2.552, 2.879)  0.07
C (-1.744, 3.862, 3.422)  -0.05
H (-0.966, -1.808, -4.461)  0.11
C (-1.768, 3.423, 0.899)  -0.35
C (3.393, 1.704, -2.186)  -0.48
H (-1.233, -0.673, -1.882)  0.10
H (-1.933, 8.217, 1.453)  0.09
C (1.634, -0.308, -3.365)  -0.43
H (0.744, -2.100, -6.072)  0.08
H (1.792, -0.568, -6.249)  0.09
C (-5.744, 1.454, 2.885)  -0.03
C (4.532, -1.588, -0.216)  -0.13
C (-0.312, -1.248, -3.847)  -0.09
H (0.632, -4.616, 2.367)  0.11
H (1.945, -4.664, -3.948)  0.10
H (5.492, -1.840, -4.376)  0.06
C (2.055, 1.559, 3.175)  0.00
C (-2.280, -0.850, 3.653)  -0.08
H (5.840, 3.802, -2.878)  0.09
H (1.628, 1.604, 4.166)  0.08
H (-1.662, 3.915, -2.545)  0.08
C (-0.186, -4.850, 1.721)  -0.09
C (-4.656, -0.193, 4.130)  -0.02
C (-4.661, 1.562, 2.016)  -0.29
H (-0.638, 2.723, -1.684)  0.06
C (4.131, -0.856, -2.255)  -0.42
N (-2.387, -7.590, 0.702)  0.08
P (3.418, 0.358, -3.441)  1.05
H (6.222, -2.944, -0.807)  0.11
H (3.600, -5.900, -0.205)  0.11
C (5.032, 3.216, -3.337)  -0.06
C (-5.804, 0.592, 3.968)  -0.29
N (2.514, 1.723, -1.176)  -0.05
H (-6.635, 2.015, 2.622)  0.11
C (1.503, -1.460, -5.638)  -0.02
H (2.435, -2.054, -5.528)  0.08
H (-1.916, -8.223, 1.364)  0.09
H (-2.052, -3.119, -0.524)  0.11
H (-1.815, 8.152, -0.325)  0.05
C (-1.363, 7.842, 0.571)  -0.03
C (-0.708, -3.854, 0.945)  -0.29
H (-0.302, 8.053, 0.460)  0.08
C (-1.552, 4.311, 2.032)  -0.29
N (0.944, -0.983, -4.335)  -0.12
Te (-1.694, 1.304, 0.994)  1.81
H (-3.161, -5.322, -0.825)  0.12
C (-7.030, 0.178, 4.685)  -0.07
N (1.439, 0.602, 0.916)  -0.09
C (2.566, 3.063, -0.676)  -0.08
H (-4.706, -1.108, 4.800)  0.14
C (-1.726, -4.008, -0.002)  -0.06
H (-5.947, 2.698, 0.730)  0.06
H (7.020, -1.995, -3.475)  0.11
H (4.604, 3.808, -4.135)  0.08
C (2.089, -4.518, -2.883)  -0.16
H (-4.268, 3.354, 0.847)  0.07
C (3.487, 3.788, -1.376)  -0.05

Force components x, y, z for each atom (eV/Å):
0.62 -0.74 0.78
-0.96 0.59 -1.47
-1.95 -1.15 -2.43
0.23 -0.11 0.59
-0.09 0.12 -0.07
0.34 -0.43 2.02
0.07 0.34 -1.61
0.63 -0.52 -1.62
-1.34 -2.23 -0.34
0.06 1.37 0.39
0.15 0.83 0.36
-1.31 -0.98 2.56
-0.04 0.05 0.09
0.44 -0.20 0.15
-0.57 0.40 -0.27
0.52 1.51 -0.42
0.06 -0.21 0.29
-0.07 0.24 -0.56
-0.16 -0.39 3.50
0.13 -0.29 0.05
-0.08 -0.12 -0.07
-0.80 -0.05 -0.83
2.07 1.31 1.00
0.19 0.05 -0.17
-0.79 0.42 1.38
-0.57 0.58 0.31
-0.18 -1.11 -0.53
-0.40 -0.89 -0.98
0.39 0.75 1.72
0.11 1.06 -0.29
-0.16 0.01 -0.17
0.10 -0.36 0.52
-0.30 -0.59 -0.57
2.94 -0.44 0.13
-0.46 -1.80 -2.03
0.35 -0.10 0.27
0.04 0.61 -0.46
0.11 -1.99 -0.22
-0.23 0.10 -0.14
1.22 1.79 0.62
-0.73 0.48 -1.77
-0.63 -0.33 0.00
-0.97 1.18 -1.41
1.62 -1.05 1.84
0.35 0.22 -1.13
0.22 1.30 0.71
0.16 0.06 0.12
1.08 -0.47 0.42
0.11 0.19 0.31
-1.59 -0.10 -0.41
0.16 0.01 -0.12
0.65 -0.43 0.58
0.11 0.57 0.08
-0.74 0.13 0.08
-0.74 -0.27 -0.28
1.25 1.61 0.27
-0.47 -0.59 -1.76
0.32 -0.34 -0.31
0.95 -0.13 -0.65
-0.21 -0.58 0.59
-0.03 0.19 -0.39
-0.61 -0.84 0.25
-0.74 0.26 -0.04
1.20 -0.81 -0.23
0.20 -0.03 -0.29
0.33 -0.08 0.37
-0.21 0.35 -0.09
-0.10 -0.31 -0.38
0.09 -0.30 -1.64
0.47 -1.44 1.95
-0.09 -0.36 -0.11
-0.12 -0.35 0.02
-0.30 -0.77 0.26
0.15 0.72 -0.42
0.51 -0.82 0.30
-0.12 0.69 -0.47
0.05 -0.11 -0.44
1.03 -0.90 0.75
0.61 0.54 0.22
0.26 0.78 -0.02
0.07 0.34 -0.01
-0.34 0.16 -0.24
0.00 0.21 -0.03
1.83 -1.19 -0.59
0.82 1.95 0.14
-0.02 0.05 0.07
0.48 0.98 0.85
-0.65 0.28 0.39
-0.47 0.30 -0.99
-0.06 -0.12 -0.21
-0.78 0.88 -1.15
0.20 -2.43 -0.06
1.20 1.40 -0.48
0.01 0.80 0.67
-1.26 -0.37 -1.47
1.41 0.30 -0.32
-2.53 -0.36 -0.95
0.46 -0.33 0.70
-1.45 -0.84 0.64
-1.70 1.96 5.37
0.68 -1.55 -0.28
0.25 1.40 -0.54
0.74 0.88 1.05
-0.24 0.26 -0.05
-1.25 -0.63 -0.13
-0.07 0.21 -0.35
-0.32 1.79 0.32
-0.42 -0.13 -0.06
-0.34 -1.45 -0.51

Computed properties:
* electronic energy: -122716.1828 eV
* LUMO level (spin up / spin down): 0.464 / 0.452 eV
* charge: 0
* multiplicity: 6

---

2.
A structure of composition C42H50BN7PdSi2 in a non-equilibrium geometry. Source: the Open Molecules 2025 dataset; level of theory: wB97M-V/def2-TZVPD.

Each line ends with the Löwdin charge.
Geometry (Å):
H (3.972, -0.933, 2.077)  0.05
H (2.778, -2.213, 1.810)  0.04
H (-2.704, -0.884, 0.639)  0.01
H (-2.709, 1.936, 2.066)  0.04
H (-3.998, -0.139, -4.359)  0.11
C (-5.053, -1.769, -2.259)  -0.04
Si (-1.800, -0.274, 2.840)  0.46
N (-1.284, 0.788, -2.856)  0.01
H (-3.769, 1.005, 3.143)  0.04
H (1.174, 1.663, -5.581)  0.07
C (0.024, -1.972, 1.894)  -0.47
H (3.443, -4.622, -0.009)  0.10
C (-0.007, 3.899, -1.755)  -0.26
C (-2.140, 0.928, -3.896)  -0.26
H (-1.074, 1.680, -5.618)  0.07
H (-3.919, -1.100, 1.903)  0.05
C (5.202, -4.028, -1.091)  -0.09
C (0.000, 5.644, 3.532)  -0.08
H (-6.903, -2.830, -2.059)  0.10
H (-2.835, 1.787, -5.700)  0.08
C (0.015, -3.059, 2.772)  -0.04
C (0.058, 3.365, 4.230)  -0.09
H (-1.924, 2.921, -4.702)  0.06
H (-0.874, 4.300, -3.695)  0.07
N (0.022, -2.142, 0.577)  0.04
C (3.186, -0.029, -3.636)  0.01
H (-0.002, -5.484, 0.402)  0.11
C (2.630, 1.445, 3.058)  -0.17
B (0.023, 1.589, -2.726)  -0.53
H (-0.017, 6.703, 3.762)  0.10
C (0.016, -0.533, 2.250)  -0.33
N (1.325, 0.765, -2.807)  0.01
C (3.144, -2.788, -1.077)  -0.06
H (-0.042, 5.986, 1.440)  0.09
C (0.000, -4.333, 2.242)  -0.03
C (2.851, -0.696, -2.444)  -0.23
H (2.297, 2.078, 3.877)  0.02
H (5.449, -1.227, -2.979)  0.10
Si (1.785, -0.207, 2.922)  0.46
C (-0.004, 4.569, -3.097)  -0.01
C (2.193, 0.886, -3.840)  -0.26
H (-0.013, -5.197, 2.899)  0.12
C (0.034, 4.706, 4.558)  -0.08
C (3.889, -3.884, -0.666)  -0.08
C (-0.012, 5.230, 2.212)  -0.03
H (0.049, 2.288, -3.690)  0.08
C (0.048, 2.959, 2.898)  -0.10
H (0.013, -2.888, 3.843)  0.10
C (-2.860, -1.240, 1.658)  -0.17
C (0.002, 3.506, 0.425)  -0.20
H (0.075, 1.916, 2.640)  0.04
C (1.889, -0.969, 4.629)  -0.17
C (0.010, 3.869, 1.869)  -0.14
H (-0.018, 5.648, -2.940)  0.08
C (-3.930, -3.842, -0.804)  -0.08
H (-2.444, 1.962, 3.820)  0.02
C (-0.007, 4.518, -0.542)  0.01
H (-2.939, -0.783, 4.951)  0.04
C (-2.842, -0.642, -2.509)  -0.24
H (-1.190, -0.679, 5.237)  0.02
H (0.887, 4.322, -3.677)  0.07
C (0.015, -3.376, 0.062)  -0.14
C (3.668, -1.822, -1.920)  -0.16
C (2.932, -1.129, 1.791)  -0.17
H (-3.478, -4.645, -0.231)  0.10
N (1.715, -0.199, -1.927)  0.11
H (4.030, -0.211, -4.288)  0.11
H (2.938, 1.727, -5.630)  0.08
H (-2.652, -2.315, 1.675)  0.04
N (-1.701, -0.170, -1.985)  0.11
H (0.037, -3.451, -1.019)  0.13
C (-3.154, 0.032, -3.703)  0.01
N (-0.001, 2.572, -1.533)  0.03
H (-5.506, -0.952, -2.811)  0.11
C (4.993, -1.972, -2.336)  -0.04
H (-5.907, -4.693, -0.763)  0.10
N (-0.002, 2.290, -0.184)  0.08
C (-5.287, -3.869, -1.098)  -0.09
C (2.069, 1.846, -4.984)  -0.01
H (1.103, -0.592, 5.300)  0.02
C (-1.956, -1.051, 4.541)  -0.17
C (-1.976, 1.885, -5.037)  -0.01
H (-2.098, -2.735, -1.023)  0.07
C (-2.733, 1.332, 2.980)  -0.18
H (2.582, 2.022, 2.127)  0.05
C (-5.845, -2.823, -1.826)  -0.08
H (2.793, -0.783, 0.763)  0.02
Pd (-0.002, -0.007, 0.052)  0.82
H (-1.892, -2.146, 4.512)  0.02
H (6.779, -3.153, -2.259)  0.10
H (2.134, -2.646, -0.743)  0.06
H (5.795, -4.879, -0.775)  0.10
H (0.042, 5.021, 5.597)  0.10
C (5.752, -3.060, -1.925)  -0.08
H (2.036, 2.883, -4.648)  0.07
H (-0.004, 5.588, -0.390)  0.10
C (-3.149, -2.782, -1.240)  -0.06
C (0.001, -4.501, 0.858)  -0.05
H (2.861, -0.712, 5.072)  0.04
H (1.816, -2.063, 4.595)  0.02
H (0.087, 2.619, 5.019)  0.11
H (3.683, 1.184, 3.239)  0.04
C (-3.687, -1.735, -1.970)  -0.17

Force components x, y, z for each atom (eV/Å):
-0.12 -0.06 -0.04
0.05 0.09 -0.07
-0.06 -0.01 -0.05
0.00 -0.06 0.12
0.16 0.00 0.13
-0.09 0.05 0.06
0.07 -0.26 0.08
0.35 0.03 0.00
0.17 0.08 -0.04
0.05 0.00 0.04
0.02 -0.17 0.30
0.01 0.02 -0.01
0.03 -0.14 -0.22
0.12 0.08 0.02
-0.06 0.00 0.04
0.13 -0.04 -0.02
-0.02 0.05 -0.03
0.01 -0.03 -0.06
0.03 0.01 0.02
0.01 -0.01 0.01
0.02 -0.13 0.03
-0.06 -0.25 0.06
-0.05 -0.08 -0.02
0.08 0.05 0.10
-0.03 0.81 -0.29
0.28 -0.21 -0.06
-0.01 0.10 0.04
-0.01 0.38 -0.15
0.03 -0.14 -0.05
-0.01 -0.06 -0.03
-0.17 1.23 -1.04
-0.41 0.17 0.00
-0.04 -0.06 0.01
0.00 -0.05 0.15
0.00 0.00 -0.01
0.27 -0.11 0.08
0.02 0.01 -0.02
-0.06 -0.07 0.07
-0.06 -0.28 0.00
0.01 0.05 0.12
-0.10 0.07 0.06
0.01 0.06 -0.06
-0.01 0.08 0.06
-0.01 0.09 0.02
-0.01 0.15 0.07
-0.01 -0.15 0.18
-0.13 -0.23 0.23
0.00 -0.05 -0.23
-0.13 -0.31 -0.09
-0.06 -0.09 0.08
-0.06 -0.18 0.05
-0.05 -0.11 0.40
-0.04 0.14 -0.37
0.00 -0.03 0.01
0.01 0.04 0.03
0.04 0.05 -0.01
0.03 0.34 0.27
0.16 -0.08 -0.03
-0.21 -0.02 0.09
-0.22 -0.09 -0.12
-0.09 0.04 0.08
0.01 0.16 -0.32
-0.07 0.21 -0.06
0.15 -0.32 -0.16
-0.03 0.04 -0.04
0.25 0.00 -0.61
-0.17 0.00 0.14
0.00 0.00 0.00
-0.06 0.09 -0.06
-0.21 0.01 -0.47
-0.04 0.03 0.01
-0.30 -0.21 -0.04
0.01 -0.21 0.19
0.05 -0.07 0.04
0.14 0.02 0.02
0.04 0.05 -0.02
0.05 0.18 -0.24
0.03 0.04 -0.01
0.00 -0.10 0.07
0.22 -0.09 -0.11
0.07 -0.11 0.38
0.00 -0.11 0.05
0.20 -0.12 0.09
0.21 0.45 -0.17
0.03 -0.04 0.14
0.07 0.01 -0.01
0.08 -0.04 0.01
0.09 -0.83 1.40
-0.06 0.25 0.05
-0.06 0.01 0.02
-0.18 -0.09 0.09
-0.04 0.05 -0.02
0.00 -0.04 -0.14
-0.05 0.03 -0.01
0.03 -0.06 -0.01
0.00 -0.28 -0.08
0.01 -0.06 0.00
0.01 -0.02 0.06
-0.18 -0.07 -0.05
0.06 0.24 0.08
0.00 0.03 -0.10
-0.19 0.04 -0.05
0.07 0.17 -0.06

Computed properties:
* electronic energy: -74711.4801 eV
* LUMO level (spin up / spin down): -0.649 / -0.296 eV
* charge: 0

---

Which value of electronic energy does entry 1 give? -122716.1828 eV

---

The lowest electronic energy belongs to which entry? C42H49CrN11O3PSTe

---

Which formula does entry 1 have? C42H49CrN11O3PSTe